w.
Formula: C4H8N2
Source: the OMol25 dataset
Level of theory: the ωB97M-V functional and the def2-TZVPD basis

Positions of all 14 atoms, in Å:
C: 2.032 0.104 0.237
C: 0.676 0.798 0.189
N: -0.313 -0.085 -0.403
C: -1.196 0.307 -1.218
C: -3.105 -1.417 1.146
N: -1.970 -1.674 0.964
H: 2.400 -0.113 -0.771
H: 1.933 -0.843 0.776
H: 2.775 0.717 0.755
H: 0.323 0.962 1.214
H: 0.739 1.784 -0.296
H: -1.049 -1.459 0.539
H: -1.973 -0.404 -1.511
H: -1.273 1.324 -1.621

x.
Formula: C4H8N2
Source: the OMol25 dataset
Level of theory: the ωB97M-V functional and the def2-TZVPD basis

Positions of all 14 atoms, in Å:
C: 0.955 -0.857 0.180
N: -0.560 -1.026 0.358
C: -1.229 -0.087 -0.364
C: -0.170 1.071 -0.762
N: 0.359 1.562 0.520
C: 1.188 0.569 -0.297
H: 1.288 -1.536 -0.552
H: 1.257 -1.217 1.196
H: -0.623 -1.269 1.491
H: -2.163 0.291 0.400
H: -1.839 -0.766 -1.246
H: -0.482 1.583 -1.594
H: -0.338 0.946 1.106
H: 2.358 0.736 -0.436

Stability order, top to bottom: w, x

w.
Formula: C4H8N2
Source: the OMol25 dataset
Level of theory: the ωB97M-V functional and the def2-TZVPD basis

Positions of all 14 atoms, in Å:
C: 1.972 -0.605 -0.257
C: 0.563 -0.416 0.288
N: -0.114 0.606 -0.440
C: -1.447 0.873 0.090
C: -2.387 -0.239 -0.157
N: -3.138 -1.106 -0.225
H: 2.461 -1.379 0.305
H: 2.548 0.311 -0.050
H: 1.923 -0.747 -1.353
H: 0.540 -0.207 1.376
H: 0.000 -1.357 0.227
H: 0.430 1.480 -0.520
H: -1.473 1.058 1.167
H: -1.879 1.727 -0.451

x.
Formula: C4H8N2
Source: the OMol25 dataset
Level of theory: the ωB97M-V functional and the def2-TZVPD basis

Positions of all 14 atoms, in Å:
C: -0.084 0.616 -1.065
C: -0.636 -0.253 0.118
C: -0.304 0.307 1.476
N: -0.287 -1.641 -0.143
C: -2.062 0.021 -0.092
N: -3.160 0.329 -0.347
H: 0.562 -0.067 -1.767
H: -0.892 1.053 -1.766
H: 0.489 1.436 -0.814
H: 0.662 0.774 1.617
H: -0.348 -0.508 2.176
H: -0.961 1.098 1.842
H: 0.624 -1.598 -0.436
H: -0.441 -2.242 0.652

y.
Formula: C4H8N2
Source: the OMol25 dataset
Level of theory: the ωB97M-V functional and the def2-TZVPD basis

Positions of all 14 atoms, in Å:
C: -1.219 1.306 -1.031
C: -0.785 0.215 -0.056
N: 0.531 -0.308 -0.416
C: 1.130 -1.276 0.364
C: 1.015 -0.611 2.464
N: 1.990 -0.735 1.785
H: -1.238 0.935 -2.062
H: -0.545 2.169 -0.987
H: -2.223 1.665 -0.782
H: -0.779 0.593 0.979
H: -1.503 -0.615 -0.092
H: 1.172 0.398 -0.754
H: 2.032 -1.682 -0.065
H: 0.421 -2.054 0.653

Stability order, top to bottom: w, x, y

w.
Formula: C4H8N2
Source: the OMol25 dataset
Level of theory: the ωB97M-V functional and the def2-TZVPD basis

Positions of all 14 atoms, in Å:
C: 2.020 -0.851 0.204
C: -1.043 1.124 -0.064
N: -1.456 -1.161 -0.493
C: 1.149 0.197 -0.399
C: -1.935 1.904 0.482
N: -0.125 0.283 -0.132
H: -1.323 -1.709 0.367
H: -0.939 -1.665 -1.218
H: 1.501 0.771 -1.248
H: -2.593 2.493 -0.140
H: -2.021 1.992 1.560
H: 3.026 -0.792 -0.210
H: 1.647 -1.864 0.005
H: 2.092 -0.724 1.286

x.
Formula: C4H8N2
Source: the OMol25 dataset
Level of theory: the ωB97M-V functional and the def2-TZVPD basis

Positions of all 14 atoms, in Å:
C: 1.741 0.065 0.601
C: 0.533 0.936 0.279
N: -0.528 0.122 -0.283
C: -1.092 0.360 -1.387
C: -2.484 -2.183 2.011
N: -1.713 -1.691 1.282
H: 2.145 -0.378 -0.314
H: 1.464 -0.745 1.283
H: 2.518 0.668 1.081
H: 0.143 1.378 1.205
H: 0.801 1.749 -0.409
H: -1.088 -1.012 0.612
H: -1.894 -0.289 -1.752
H: -0.766 1.207 -1.994

y.
Formula: C4H8N2
Source: the OMol25 dataset
Level of theory: the ωB97M-V functional and the def2-TZVPD basis

Positions of all 14 atoms, in Å:
C: 2.267 0.231 -0.424
N: 0.956 -0.213 0.293
N: -0.116 0.783 0.124
C: -1.423 0.250 0.127
C: -2.644 0.630 -0.204
C: -2.409 -0.885 0.099
H: 2.111 0.230 -1.468
H: 2.619 1.135 -0.027
H: 2.984 -0.568 -0.273
H: 1.288 -0.512 1.246
H: -0.174 1.692 0.556
H: -3.279 1.321 -0.555
H: -2.564 -1.296 1.060
H: -2.535 -1.607 -0.684

z.
Formula: C4H8N2
Source: the OMol25 dataset
Level of theory: the ωB97M-V functional and the def2-TZVPD basis

Positions of all 14 atoms, in Å:
C: -1.816 0.748 0.298
C: -1.004 -0.477 0.005
N: 0.356 -0.358 0.501
C: 1.857 0.045 -0.524
C: 1.618 -1.310 -0.143
N: 1.906 -2.457 -0.145
H: -1.357 1.612 -0.165
H: -1.863 0.933 1.372
H: -2.825 0.637 -0.096
H: -1.485 -1.351 0.448
H: -0.965 -0.665 -1.067
H: 0.425 -0.204 1.509
H: 2.657 0.614 -0.037
H: 1.608 0.380 -1.532

Stability order, top to bottom: x, z, y, w

w.
Formula: C4H8N2
Source: the OMol25 dataset
Level of theory: the ωB97M-V functional and the def2-TZVPD basis

Positions of all 14 atoms, in Å:
C: 1.827 -1.080 -1.903
C: 1.372 -0.288 -0.967
N: 0.901 0.488 -0.134
N: -0.463 0.475 0.123
C: -0.723 1.604 0.982
C: -1.005 -0.781 0.638
H: 1.641 -0.804 -2.938
H: 2.331 -2.001 -1.651
H: -1.801 1.753 1.064
H: -0.267 2.469 0.497
H: -0.265 1.470 1.972
H: -0.544 -1.098 1.587
H: -0.933 -1.593 -0.094
H: -2.071 -0.612 0.821

x.
Formula: C4H8N2
Source: the OMol25 dataset
Level of theory: the ωB97M-V functional and the def2-TZVPD basis

Positions of all 14 atoms, in Å:
C: -0.438 -0.800 1.867
C: 0.112 -0.545 0.472
N: -0.208 0.808 0.024
C: -0.207 0.998 -1.411
C: 0.855 0.271 -2.155
N: 1.661 -0.349 -2.705
H: -1.528 -0.716 1.867
H: -0.044 -0.074 2.586
H: -0.163 -1.801 2.212
H: 1.197 -0.734 0.437
H: -0.337 -1.255 -0.230
H: 0.396 1.478 0.478
H: -0.124 2.063 -1.646
H: -1.172 0.658 -1.796

Stability order, top to bottom: x, w

w.
Formula: C4H8N2
Source: the OMol25 dataset
Level of theory: the ωB97M-V functional and the def2-TZVPD basis

Positions of all 14 atoms, in Å:
C: -0.288 1.314 0.526
N: -0.382 0.071 -0.231
C: -1.444 -0.860 0.114
C: 0.676 -0.311 -0.946
C: 2.045 -0.078 -0.406
N: 2.852 0.663 0.088
H: -1.177 1.422 1.151
H: -0.224 2.165 -0.156
H: 0.616 1.316 1.149
H: -1.281 -1.256 1.127
H: -1.437 -1.696 -0.588
H: -2.419 -0.368 0.077
H: 0.547 -1.123 -1.656
H: 1.916 -1.258 -0.249

x.
Formula: C4H8N2
Source: the OMol25 dataset
Level of theory: the ωB97M-V functional and the def2-TZVPD basis

Positions of all 14 atoms, in Å:
C: 1.576 -0.108 -0.520
C: 0.418 -0.136 0.498
C: -0.530 -1.296 0.252
N: -1.649 -1.030 -0.262
N: -1.733 0.361 -0.497
C: -0.624 1.045 0.271
H: 2.295 -0.929 -0.347
H: 1.189 -0.215 -1.549
H: 2.206 0.756 -0.457
H: 0.834 -0.171 1.528
H: -0.150 -2.271 0.452
H: -2.669 0.661 -0.244
H: -0.232 1.877 -0.353
H: -0.932 1.457 1.226

y.
Formula: C4H8N2
Source: the OMol25 dataset
Level of theory: the ωB97M-V functional and the def2-TZVPD basis

Positions of all 14 atoms, in Å:
C: -0.823 1.073 -0.468
C: -0.014 -0.155 0.055
C: 1.513 0.041 0.074
N: -0.286 -1.341 -0.756
C: -0.592 -0.210 1.429
N: -1.228 -0.078 2.390
H: -1.612 1.315 0.257
H: -1.302 0.834 -1.418
H: -0.182 1.949 -0.588
H: 1.874 0.127 -0.957
H: 2.014 -0.824 0.528
H: 1.808 0.936 0.630
H: 0.118 -2.175 -0.332
H: -1.287 -1.492 -0.845

z.
Formula: C4H8N2
Source: the OMol25 dataset
Level of theory: the ωB97M-V functional and the def2-TZVPD basis

Positions of all 14 atoms, in Å:
C: -1.127 -0.143 0.556
C: 0.139 -0.623 -0.194
C: 1.442 -0.063 0.393
N: 0.163 -0.211 -1.610
C: 0.233 -2.082 -0.011
N: 0.259 -3.237 0.038
H: -0.889 1.004 0.721
H: -2.107 -0.238 0.102
H: -1.243 -0.784 1.417
H: 1.401 1.070 0.361
H: 2.292 -0.383 -0.266
H: 1.526 -0.301 1.459
H: 0.878 0.404 -1.819
H: 0.301 -0.984 -2.200

Stability order, top to bottom: y, z, x, w

w.
Formula: C4H8N2
Source: the OMol25 dataset
Level of theory: the ωB97M-V functional and the def2-TZVPD basis

Positions of all 14 atoms, in Å:
C: 1.374 -0.250 0.383
N: -0.142 -0.099 0.267
C: -0.596 0.957 -0.668
C: -0.994 -1.303 -0.097
C: -0.271 2.229 -0.214
N: -0.058 3.283 0.245
H: 1.762 -0.593 -0.576
H: 1.643 -0.951 1.179
H: 1.780 0.750 0.605
H: -0.442 0.171 1.205
H: -0.348 0.665 -1.683
H: -1.981 -1.105 -0.552
H: -0.503 -1.942 -0.813
H: -1.192 -1.897 0.779

x.
Formula: C4H8N2
Source: the OMol25 dataset
Level of theory: the ωB97M-V functional and the def2-TZVPD basis

Positions of all 14 atoms, in Å:
C: -0.420 1.357 0.137
C: -1.010 -1.006 0.263
C: 0.431 -1.226 -0.343
C: 1.044 1.007 -0.006
H: -0.620 2.301 -0.490
H: -0.635 1.577 1.099
H: -1.383 0.254 -1.339
H: -1.075 -1.327 1.393
H: -1.615 -1.743 -0.310
H: 0.992 -2.183 0.002
H: 2.420 -0.772 0.036
H: 1.944 1.660 -0.170
N: -1.448 0.377 -0.267
N: 1.374 -0.275 -0.006

Stability order, top to bottom: w, x

w.
Formula: C2H3BrO
Source: the OMol25 dataset
Level of theory: the ωB97M-V functional and the def2-TZVPD basis

Positions of all 7 atoms, in Å:
C: 2.139 -0.346 -0.840
C: -0.793 0.457 0.526
O: 2.354 -1.466 -0.935
Br: -1.809 -0.699 -0.650
H: -0.420 1.194 -0.141
H: -0.002 -0.170 0.814
H: -1.469 1.031 1.225

x.
Formula: C2H3BrO
Source: the OMol25 dataset
Level of theory: the ωB97M-V functional and the def2-TZVPD basis

Positions of all 7 atoms, in Å:
C: 0.901 -0.861 -0.116
C: -0.528 1.064 -0.005
O: 2.000 -1.240 0.120
Br: -1.860 -0.207 -0.008
H: -0.305 1.231 1.067
H: 0.091 -1.612 -0.113
H: -0.298 1.624 -0.944

Stability order, top to bottom: w, x

w.
Formula: C2H3BrO
Source: the OMol25 dataset
Level of theory: the ωB97M-V functional and the def2-TZVPD basis

Positions of all 7 atoms, in Å:
C: -0.115 -0.668 0.036
C: 0.210 0.704 -0.116
O: 1.299 1.212 0.712
Br: -0.897 1.929 -0.842
H: -1.216 -0.943 -0.150
H: 0.189 -0.985 1.019
H: 0.531 -1.251 -0.659

x.
Formula: C2H3BrO
Source: the OMol25 dataset
Level of theory: the ωB97M-V functional and the def2-TZVPD basis

Positions of all 7 atoms, in Å:
Br: -2.315 0.284 0.056
C: -0.560 -0.099 -0.639
C: 0.763 0.143 0.511
O: 0.054 -1.041 0.241
H: -0.144 0.159 -1.680
H: 1.626 0.185 -0.044
H: 0.574 0.369 1.554

Stability order, top to bottom: w, x

w.
Formula: H12O6
Source: the OMol25 dataset
Level of theory: the ωB97M-V functional and the def2-TZVPD basis

Positions of all 18 atoms, in Å:
O: -1.635 1.198 -1.926
H: -1.054 1.462 -1.210
H: -2.397 1.694 -1.643
O: 2.635 -0.949 1.300
H: 1.737 -1.287 1.200
H: 3.043 -1.457 1.993
O: 0.932 2.433 2.876
H: 0.139 1.875 2.880
H: 1.719 1.904 3.087
O: -2.210 -1.222 -0.645
H: -2.643 -1.780 -1.311
H: -2.144 -0.471 -1.246
O: 0.256 -1.678 -1.453
H: -0.665 -1.509 -1.165
H: 0.149 -2.157 -2.304
O: 0.537 0.988 -0.201
H: 1.174 0.775 0.443
H: 0.430 0.182 -0.668

x.
Formula: H12O6
Source: the OMol25 dataset
Level of theory: the ωB97M-V functional and the def2-TZVPD basis

Positions of all 18 atoms, in Å:
O: -1.652 1.203 -1.073
H: -2.540 0.876 -0.926
H: -1.548 1.197 -2.025
O: 0.889 -1.853 -1.646
H: 0.773 -1.298 -0.874
H: 1.724 -1.571 -2.020
O: 0.636 -0.209 -0.376
H: -0.220 0.184 -0.549
H: 0.748 -0.135 0.572
O: 1.581 1.291 1.400
H: 2.182 0.903 0.764
H: 1.244 2.074 0.965
O: -1.660 -1.152 -0.110
H: -2.522 -0.735 -0.114
H: -1.375 -1.122 -1.023
O: 0.203 0.174 2.428
H: 0.800 0.766 1.971
H: 0.737 -0.593 2.635

y.
Formula: H12O6
Source: the OMol25 dataset
Level of theory: the ωB97M-V functional and the def2-TZVPD basis

Positions of all 18 atoms, in Å:
O: 1.126 -0.814 -0.164
H: 0.339 -0.772 0.391
H: 1.507 0.069 -0.096
O: -1.116 2.758 -2.361
H: -0.672 2.196 -1.716
H: -0.431 3.375 -2.645
O: 0.000 -3.848 2.133
H: 0.732 -3.938 2.753
H: 0.408 -3.968 1.268
O: -0.712 1.585 1.441
H: -0.297 1.876 2.260
H: -0.735 0.624 1.518
O: -3.985 -0.632 1.192
H: -4.786 -0.363 1.656
H: -4.164 -0.414 0.270
O: 4.232 0.451 -2.383
H: 4.889 1.156 -2.384
H: 3.662 0.660 -3.132

Stability order, top to bottom: w, y, x

w.
Formula: H12O6
Source: the OMol25 dataset
Level of theory: the ωB97M-V functional and the def2-TZVPD basis

Positions of all 18 atoms, in Å:
O: -0.049 -0.742 -0.163
H: -0.957 -0.741 0.162
H: -0.089 -0.216 -0.970
O: 3.975 -1.537 0.951
H: 3.607 -0.719 1.302
H: 4.490 -1.896 1.683
O: -3.125 -3.660 -0.909
H: -2.680 -3.446 -0.082
H: -2.539 -4.299 -1.332
O: -2.881 0.889 -2.853
H: -1.958 1.069 -3.063
H: -2.956 -0.069 -2.928
O: 2.333 1.898 0.629
H: 1.812 2.513 1.157
H: 2.489 2.370 -0.197
O: -0.270 3.099 1.977
H: -0.491 2.173 1.829
H: -0.711 3.315 2.807

x.
Formula: H12O6
Source: the OMol25 dataset
Level of theory: the ωB97M-V functional and the def2-TZVPD basis

Positions of all 18 atoms, in Å:
O: -1.357 -2.022 -2.109
H: -1.982 -2.589 -1.542
H: -0.963 -1.331 -1.593
O: 1.205 0.638 -2.041
H: 0.724 0.564 -2.851
H: 1.985 0.113 -1.991
O: 1.372 2.242 2.530
H: 1.020 1.801 1.769
H: 1.447 1.397 3.066
O: -3.015 1.224 0.442
H: -3.389 1.192 -0.323
H: -2.094 1.085 0.486
O: -0.015 0.679 0.265
H: 0.423 0.849 -0.566
H: 0.211 -0.220 0.477
O: 1.267 -1.530 1.422
H: 0.938 -2.347 1.207
H: 2.224 -1.745 1.353

Stability order, top to bottom: w, x

w.
Formula: C2H8NS
Source: the OMol25 dataset
Level of theory: the ωB97M-V functional and the def2-TZVPD basis

Positions of all 12 atoms, in Å:
N: -1.411 -0.716 -2.664
H: -1.023 0.219 -2.758
H: -1.381 -0.865 -1.657
H: -0.666 -1.321 -2.998
C: 0.569 1.124 1.389
C: 0.467 -0.393 1.259
S: 1.585 -1.070 -0.009
H: 0.390 1.576 0.407
H: 1.558 1.398 1.745
H: -0.232 1.526 2.020
H: -0.568 -0.650 1.034
H: 0.712 -0.828 2.232

Properties
* charge: -1

x.
Formula: C2H8NS
Source: the OMol25 dataset
Level of theory: the ωB97M-V functional and the def2-TZVPD basis

Positions of all 12 atoms, in Å:
S: 0.486 1.338 2.523
H: 1.224 2.027 1.516
C: -0.017 0.219 -1.325
C: -0.646 -0.607 -0.212
N: 0.386 -1.188 0.625
H: -0.583 0.302 -2.315
H: 0.918 -0.180 -1.719
H: 0.074 1.266 -1.025
H: -1.175 -1.423 -0.740
H: -1.512 0.032 0.222
H: -0.131 -1.417 1.484
H: 0.977 -0.370 0.965

Properties
* charge: -1

Stability order, top to bottom: w, x

w.
Formula: C2H8NS
Source: the OMol25 dataset
Level of theory: the ωB97M-V functional and the def2-TZVPD basis

Positions of all 12 atoms, in Å:
S: 0.829 -1.414 0.502
H: 1.513 -2.644 0.545
C: -0.857 1.271 0.833
C: -0.107 1.348 -0.498
N: -0.644 0.365 -1.438
H: -0.605 0.278 1.321
H: -0.675 2.102 1.550
H: -1.948 1.321 0.650
H: -0.163 2.317 -1.003
H: 0.947 1.038 -0.328
H: -1.625 0.522 -1.590
H: -0.414 -0.574 -1.116

Properties
* charge: -1

x.
Formula: C2H8NS
Source: the OMol25 dataset
Level of theory: the ωB97M-V functional and the def2-TZVPD basis

Positions of all 12 atoms, in Å:
S: -0.584 2.431 -0.740
H: -0.053 1.605 0.202
C: 0.425 -2.277 -0.573
N: -0.225 -1.375 0.426
C: 0.788 -1.153 1.477
H: 0.576 -3.165 0.026
H: 1.154 -1.725 -1.175
H: -0.320 -2.563 -1.337
H: -0.473 -0.445 0.103
H: 0.318 -1.078 2.467
H: 1.508 -1.953 1.519
H: 1.447 -0.277 1.335

Properties
* charge: -1

y.
Formula: C2H8NS
Source: the OMol25 dataset
Level of theory: the ωB97M-V functional and the def2-TZVPD basis

Positions of all 12 atoms, in Å:
N: -0.934 0.462 -2.645
H: -1.514 -0.409 -2.552
H: -1.517 1.172 -3.130
H: -0.798 0.832 -1.736
C: 1.312 -0.449 1.397
C: -0.139 -0.188 1.209
S: -0.601 1.580 1.283
H: 1.676 -1.546 1.317
H: 1.949 0.034 0.638
H: 1.608 0.057 2.292
H: -0.375 -0.578 0.102
H: -0.665 -0.967 1.826

Properties
* charge: -1

Stability order, top to bottom: w, y, x